Formula: C42H48N6SbSe4Tc
Source: the OMol25 dataset
Level of theory: the ωB97M-V functional and the def2-TZVPD basis

Output
Total energy (Ha): -11884.1170
Maximum force (hartree/bohr): 0.0287
Charge: +2

Last column: Löwdin charge in e.
Atoms and positions in Å:
Tc: 0.21891 0.26847 0.19248  1.23
C: -4.88520 -2.77152 1.94442  -0.07
C: -4.07716 -3.41375 0.80788  -0.16
C: -3.17541 -2.44127 0.12037  -0.11
C: -3.33509 -1.83519 -1.09322  -0.11
C: -4.48967 -1.96135 -2.03231  -0.16
C: -5.56876 -0.90986 -1.74056  -0.06
C: -2.18780 -0.99052 -1.28399  -0.21
C: -2.01705 -0.18981 -2.38541  0.09
C: -0.94266 0.64227 -2.62226  -0.23
C: -0.77209 1.43598 -3.80350  -0.11
C: -1.79421 1.58731 -4.88312  -0.16
C: -2.97025 2.47092 -4.44350  -0.07
C: 0.46860 2.00806 -3.71502  -0.11
C: 1.04142 1.54285 -2.48582  -0.22
C: 2.34307 1.74194 -2.08993  0.07
C: 2.95041 1.14446 -1.00802  -0.24
N: 2.31708 0.36234 -0.05926  -0.03
C: 3.30486 0.04786 0.84400  -0.23
C: 3.11856 -0.72184 1.96556  0.05
C: 1.94951 -1.36205 2.29451  -0.23
N: 0.78292 -1.27338 1.57553  -0.04
C: -0.08574 -2.12535 2.22798  -0.23
C: -1.36144 -2.41729 1.81976  0.09
C: -1.91837 -1.98079 0.63732  -0.22
N: -1.32066 -1.08238 -0.20921  -0.01
C: 0.53152 -2.71980 3.38150  -0.11
C: 1.80889 -2.25116 3.41689  -0.11
C: 2.86988 -2.56514 4.41940  -0.17
C: 2.78274 -1.63730 5.63987  -0.06
C: -0.12234 -3.72476 4.27380  -0.17
C: -0.15104 -5.12036 3.62965  -0.06
C: 4.56711 0.61339 0.45865  -0.12
C: 4.34145 1.30728 -0.69348  -0.11
C: 5.32173 2.06357 -1.52873  -0.17
C: 5.76416 1.25143 -2.75521  -0.06
C: 5.84861 0.42757 1.19933  -0.18
C: 6.47868 -0.95142 0.95344  -0.06
N: 0.14704 0.75467 -1.79232  -0.03
C: 1.11041 2.95314 -4.67686  -0.17
C: 0.67507 4.40083 -4.40431  -0.06
H: -5.53610 -3.51660 2.39979  0.09
H: -5.51030 -1.95985 1.57505  0.04
H: -4.23735 -2.37100 2.72681  0.07
H: -4.76672 -3.83596 0.07743  0.12
H: -3.48820 -4.24235 1.20829  0.12
H: -4.92032 -2.95688 -1.92400  0.12
H: -4.15267 -1.87368 -3.06615  0.11
H: -5.94028 -1.01218 -0.72020  0.07
H: -6.41031 -1.03192 -2.42106  0.09
H: -5.17453 0.10213 -1.86418  0.06
H: -2.78186 -0.23839 -3.14871  0.13
H: -2.17006 0.60351 -5.17345  0.12
H: -1.32550 2.02466 -5.76425  0.12
H: -3.47102 2.05164 -3.56835  0.06
H: -3.70062 2.55597 -5.24678  0.09
H: -2.62705 3.47530 -4.19089  0.07
H: 2.95594 2.37581 -2.71545  0.12
H: 3.96872 -0.85686 2.61770  0.11
H: -1.94620 -3.08977 2.43123  0.12
H: 3.85864 -2.47942 3.96787  0.11
H: 2.74915 -3.59971 4.74318  0.12
H: 2.94687 -0.59719 5.35238  0.04
H: 3.54115 -1.91307 6.37160  0.09
H: 1.80700 -1.71899 6.11894  0.08
H: -1.13892 -3.40792 4.51702  0.12
H: 0.42578 -3.78163 5.21413  0.11
H: -0.69082 -5.11371 2.68203  0.07
H: -0.63657 -5.82979 4.29811  0.08
H: 0.86142 -5.47316 3.43404  0.08
H: 6.19594 2.30139 -0.92406  0.11
H: 4.88532 3.01224 -1.84931  0.12
H: 6.28158 0.34344 -2.44682  0.08
H: 6.44478 1.83781 -3.37079  0.08
H: 4.90911 0.96105 -3.36742  0.07
H: 5.67756 0.56835 2.26875  0.07
H: 6.55480 1.19590 0.88571  0.12
H: 5.79364 -1.75861 1.21607  0.07
H: 7.38134 -1.05673 1.55365  0.08
H: 6.75532 -1.06934 -0.09383  0.08
H: 0.82186 2.68084 -5.69256  0.12
H: 2.19665 2.88241 -4.62056  0.11
H: -0.39635 4.51693 -4.56867  0.07
H: 1.19776 5.08333 -5.07268  0.08
H: 0.89861 4.69005 -3.37567  0.08
Se: 0.20916 4.98452 3.95115  0.14
Sb: 1.59607 3.15782 3.38781  0.13
Se: 0.67425 2.62512 0.81839  0.31
Se: -0.19655 1.31191 2.48552  0.31
Se: 3.71303 2.20777 3.81621  0.16
N: -6.12852 0.50679 2.17105  0.22
C: -5.30244 1.02551 1.56484  -0.16
C: -4.25000 1.61890 0.79828  -0.17
C: -4.45677 2.72821 -0.01826  0.04
C: -3.38505 3.21060 -0.74878  0.00
C: -2.15994 2.57676 -0.64482  -0.16
N: -1.95760 1.52468 0.15315  -0.10
C: -2.98054 1.05750 0.86304  -0.12
H: -5.43090 3.19582 -0.06835  0.14
H: -3.48982 4.06836 -1.39742  0.13
H: -1.31002 2.93585 -1.21135  0.09
H: -2.79930 0.20780 1.50925  0.11

---

Formula: C42H49BCsN4O4
Source: the OMol25 dataset
Level of theory: the ωB97M-V functional and the def2-TZVPD basis

Output
Relative energy (zero: lowest compared OMol25 entry of this formula, charge and spin) (kJ/mol): 9.2
Maximum force (hartree/bohr): 0.0127
Charge: -1

Last column: Löwdin charge in e.
Atoms and positions in Å:
Cs: 0.48618 0.00002 -0.55066  1.03
N: -0.61175 0.34651 3.50838  0.00
C: -1.05414 1.33962 2.53017  -0.31
C: -2.35728 0.92399 1.84898  -0.29
N: -2.46240 1.54259 0.51984  -0.01
H: -0.90075 0.59244 4.44509  0.05
H: 0.39486 0.25466 3.51056  0.06
H: -0.30047 1.46956 1.75188  0.01
H: -1.17158 2.34020 2.96348  0.11
H: -3.20963 1.18880 2.48944  0.10
H: -2.35099 -0.16378 1.74614  0.08
H: -1.88899 2.37960 0.44253  0.03
H: -3.42490 1.76130 0.30487  0.06
C: 6.21209 2.29796 -1.14455  -0.10
C: 4.88818 2.59965 -0.86136  -0.07
C: 4.01830 1.59504 -0.46336  -0.03
C: 4.46242 0.28251 -0.36760  -0.25
C: 5.79278 -0.02285 -0.64630  -0.04
C: 6.66000 0.98412 -1.03056  -0.10
N: 3.48826 -0.68234 0.05766  -0.01
N: 3.83027 -1.86223 -0.12823  0.05
C: 2.92421 -2.88651 0.31205  -0.34
C: 3.51956 -4.15364 0.22904  -0.08
C: 2.83152 -5.27083 0.65893  -0.14
C: 1.55341 -5.09664 1.18774  -0.14
C: 0.98926 -3.82577 1.23572  -0.21
C: 1.61644 -2.65569 0.77368  -0.17
H: 6.89700 3.08068 -1.44694  0.09
H: 4.51749 3.61315 -0.94121  0.09
H: 2.99003 1.84251 -0.22431  0.05
H: 6.12426 -1.04774 -0.55407  0.10
H: 7.69615 0.74592 -1.24066  0.09
H: 4.52719 -4.23934 -0.16646  0.09
H: 3.28454 -6.25393 0.60140  0.08
H: 1.00175 -5.95802 1.55699  0.08
H: -0.01285 -3.74493 1.66286  0.06
C: 2.83555 9.99606 -1.46414  -0.06
C: 3.65297 8.79996 -0.95770  -0.57
C: 4.55006 9.25766 0.20045  -0.06
C: 4.55606 8.33030 -2.09912  -0.08
C: 2.71166 7.69429 -0.47232  -0.19
C: 1.80667 7.96644 0.55461  -0.06
C: 0.92890 7.00265 1.05574  0.00
C: 0.97827 5.74332 0.50033  -0.26
O: 0.25934 4.63206 0.79969  0.03
B: 0.70009 3.54561 -0.06904  -0.35
O: 1.73032 4.16297 -0.89476  0.02
C: 1.87002 5.45900 -0.52123  -0.25
C: 2.73917 6.40588 -1.02198  0.05
H: 3.50124 10.78893 -1.81698  0.08
H: 2.20292 10.40989 -0.67858  0.07
H: 2.18984 9.69437 -2.29082  0.09
H: 5.22879 10.04923 -0.12967  0.08
H: 5.14684 8.42427 0.57517  0.09
H: 3.95638 9.64165 1.03047  0.07
H: 5.20310 9.15193 -2.41444  0.08
H: 3.97052 8.01107 -2.96296  0.08
H: 5.19405 7.50010 -1.79209  0.08
H: 1.77888 8.95875 0.98890  0.10
H: 0.23771 7.23606 1.85537  0.11
H: 3.41210 6.13317 -1.82268  0.11
C: -2.48895 -4.00901 -0.32380  0.01
C: -2.63322 -2.57442 -0.75016  -0.38
O: -1.92921 -1.70562 -0.28752  -0.04
C: -3.69562 -2.20273 -1.75176  -0.14
C: -3.87243 -0.84695 -2.02988  -0.01
C: -4.83838 -0.44971 -2.93734  -0.08
C: -5.62647 -1.40131 -3.57893  -0.09
C: -5.45034 -2.74876 -3.30643  -0.08
C: -4.48632 -3.14951 -2.39013  -0.03
H: -1.57212 -4.11069 0.25424  0.07
H: -2.46022 -4.67633 -1.18328  0.07
H: -3.34743 -4.28760 0.29291  0.10
H: -3.24771 -0.12715 -1.50961  0.10
H: -4.97951 0.60307 -3.14714  0.11
H: -6.37922 -1.08902 -4.29241  0.10
H: -6.06114 -3.49022 -3.80609  0.10
H: -4.35183 -4.20290 -2.18301  0.11
C: -2.62464 -6.36127 -4.68489  -0.05
C: -2.07682 -4.97260 -4.49965  -0.26
C: -1.07076 -4.71728 -3.58179  -0.01
C: -0.54702 -3.44035 -3.38254  -0.17
C: 0.54155 -3.28586 -2.35618  -0.03
C: -1.06788 -2.38916 -4.15999  -0.10
C: -0.54995 -1.01028 -4.03571  -0.18
O: 0.30640 -0.64057 -3.26406  -0.14
C: -2.08723 -2.62958 -5.10264  -0.21
C: -2.67806 -1.53374 -5.95739  -0.05
C: -2.57556 -3.91474 -5.25364  -0.02
H: -2.17551 -7.06055 -3.98104  0.07
H: -2.42883 -6.72304 -5.69623  0.08
H: -3.70661 -6.37586 -4.53874  0.08
H: -0.67104 -5.53421 -2.99083  0.12
H: 0.80362 -4.26706 -1.95846  0.09
H: 0.27798 -2.67169 -1.49169  0.01
H: 1.44010 -2.83742 -2.78033  0.10
H: -0.99577 -0.27111 -4.72209  0.12
H: -3.09449 -0.73162 -5.34887  0.07
H: -3.48386 -1.94023 -6.56734  0.08
H: -1.93714 -1.09748 -6.62931  0.09
H: -3.36777 -4.09761 -5.97215  0.12

---

Formula: C42H49BN6PtS3
Source: the OMol25 dataset
Level of theory: the ωB97M-V functional and the def2-TZVPD basis

Output
Spin multiplicity: 3
Expectation value of S²: 2.066
Relative energy (zero: lowest compared OMol25 entry of this formula, charge and spin) (kJ/mol): 108.2
Maximum force (hartree/bohr): 0.0760

Last column: Löwdin charge in e.
Atoms and positions in Å:
Pt: 14.47703 -15.39368 3.80509  0.70
C: 18.90466 -17.67557 2.33221  -0.06
C: 17.68228 -17.64518 1.47388  -0.26
C: 17.59259 -18.02662 0.19590  0.07
C: 16.34618 -17.78848 -0.53758  -0.18
N: 15.29974 -17.35543 0.10716  0.19
N: 15.40865 -17.12962 1.40358  -0.02
B: 14.06276 -16.60799 2.08975  -0.87
N: 13.26979 -17.85930 2.54478  0.02
N: 13.09534 -18.75704 1.60455  0.18
C: 12.71995 -19.96616 1.93491  -0.15
C: 12.22073 -20.24787 3.24458  0.07
C: 12.26495 -19.23720 4.15324  -0.25
C: 11.56853 -19.29645 5.49890  -0.07
C: 12.92818 -18.01439 3.82544  -0.54
S: 13.26997 -16.94970 5.15064  0.71
C: 12.76568 -21.07496 0.81779  -0.50
C: 13.76765 -22.19793 1.20919  -0.05
C: 13.35173 -20.49856 -0.49036  -0.06
C: 11.41321 -21.77359 0.61512  -0.03
N: 13.36548 -15.87928 1.06802  0.00
N: 12.16666 -16.35079 0.47472  0.19
C: 11.62648 -15.55751 -0.38071  -0.28
C: 12.10099 -14.28679 -0.72211  0.01
C: 13.22854 -13.71850 -0.06581  -0.26
C: 13.71827 -12.31629 -0.36182  -0.05
C: 13.85659 -14.54402 0.87537  -0.55
S: 15.24564 -14.13262 1.89226  0.65
C: 10.33160 -16.10908 -1.00132  -0.58
C: 9.17653 -15.19079 -0.57148  -0.05
C: 9.89499 -17.48263 -0.59671  -0.09
C: 10.50362 -16.03064 -2.50934  -0.06
C: 16.50469 -17.27365 2.14123  -0.61
S: 16.38755 -16.89366 3.80937  0.67
C: 16.36059 -17.80139 -2.07310  -0.49
C: 17.82386 -17.52210 -2.53734  -0.05
C: 15.41631 -16.67218 -2.58830  -0.03
C: 15.87159 -19.20416 -2.54756  -0.04
H: 19.68623 -17.90252 1.60220  0.08
H: 18.83611 -18.57890 2.94412  0.09
H: 19.11635 -16.82654 2.99973  0.08
H: 18.34412 -18.51834 -0.40961  0.12
H: 11.76387 -21.12461 3.65783  0.12
H: 11.18642 -20.34495 5.71619  0.11
H: 10.63742 -18.64015 5.42911  0.12
H: 12.23967 -18.97933 6.20916  0.00
H: 14.79889 -21.76655 1.25508  0.10
H: 13.76952 -22.90761 0.36564  0.09
H: 13.55881 -22.75546 2.07623  0.06
H: 14.33634 -20.05369 -0.34641  0.06
H: 12.79755 -19.66198 -0.77515  0.05
H: 13.27578 -21.33962 -1.22136  0.11
H: 11.12705 -22.37016 1.42372  0.06
H: 11.46639 -22.33726 -0.30252  0.08
H: 10.70360 -21.01350 0.43012  0.07
H: 11.67146 -13.67640 -1.51306  0.11
H: 12.99685 -11.93673 -1.11554  0.09
H: 14.68228 -12.42711 -0.78325  0.06
H: 13.86058 -11.65468 0.49888  0.08
H: 9.12522 -15.18844 0.56714  0.10
H: 8.24282 -15.70024 -0.87472  0.08
H: 9.36017 -14.15688 -0.96182  0.09
H: 9.80105 -17.56955 0.47980  0.07
H: 10.59902 -18.28612 -1.01885  0.10
H: 8.87919 -17.69141 -1.00230  0.09
H: 10.42545 -15.05692 -2.93486  0.06
H: 9.69905 -16.62405 -2.89654  0.07
H: 11.52089 -16.42820 -2.89314  0.12
H: 18.24333 -16.88121 -1.81588  0.06
H: 17.92328 -17.07342 -3.54458  0.10
H: 18.37198 -18.52592 -2.52801  0.10
H: 15.81065 -15.67760 -2.44896  0.08
H: 14.56531 -16.59488 -1.91700  0.06
H: 15.15735 -16.73210 -3.62914  0.08
H: 16.36657 -19.91590 -1.91188  0.07
H: 16.14847 -19.44518 -3.62816  0.11
H: 14.82881 -19.32212 -2.33999  0.05
C: 12.90098 -14.25509 3.97852  -0.25
C: 11.70773 -13.81754 4.09887  -0.11
C: 10.44358 -13.29382 3.87462  -0.14
C: 9.24058 -13.99280 4.24951  -0.21
C: 8.06003 -13.35252 4.63159  -0.06
C: 6.91862 -13.98643 4.98437  -0.06
C: 6.90374 -15.40017 4.86481  -0.09
C: 8.02771 -16.08257 4.48564  -0.07
C: 9.23627 -15.37831 4.17538  0.01
C: 10.29630 -12.02305 3.07194  -0.17
C: 11.31091 -11.08013 3.07769  -0.04
C: 11.40015 -10.00408 2.19562  -0.07
C: 10.32810 -9.79069 1.32812  -0.09
C: 9.25718 -10.69311 1.33698  -0.08
C: 9.20501 -11.77304 2.22774  -0.03
H: 8.11240 -12.28197 4.73950  0.12
H: 6.05601 -13.43878 5.16484  0.08
H: 6.01978 -15.94855 5.10922  0.09
H: 7.93905 -17.11859 4.31856  0.08
H: 10.11834 -15.79333 3.74776  0.09
H: 12.14154 -11.34451 3.72954  0.11
H: 12.19736 -9.30552 2.32287  0.09
H: 10.22841 -8.90957 0.74258  0.09
H: 8.44813 -10.53284 0.60751  0.10
H: 8.46122 -12.51375 2.09510  0.10

---

> The highest maximum force belongs to which entry?

C42H49BN6PtS3